Molecular formula: C5H8O2
Method: DFT, wB97M-V/def2-TZVPD

Structure (XYZ):
```
15
Properties=species:S:1:pos:R:3:lowdin_charge:R:1
C -0.732 0.011 0.454 -0.409
H -0.659 2.062 1.233 0.115
H 1.624 -1.206 -1.875 0.086
H 0.544 1.791 -0.122 0.104
C 0.230 -0.916 -0.286 -0.274
C 0.741 -0.592 -1.672 -0.022
O 1.260 -0.676 0.711 -0.037
C -0.084 1.345 0.648 0.002
H -0.008 -0.789 -2.444 0.086
H -2.567 0.494 0.769 0.103
H 1.049 0.456 -1.736 0.073
H 0.430 0.127 2.536 0.151
O -2.074 -0.304 0.546 0.055
C 0.374 0.146 1.452 -0.191
H -0.127 -1.951 -0.215 0.157
```

Properties
energy above the lowest of the compared OMol25 structures with the same formula, charge and spin: 245.4 kJ/mol
strongest force on any atom: 0.00761 hartree/bohr
orbital gap: 9.795 eV
calculated total energy: -9407.288 eV

---

Molecular formula: C13H25AsN2O2P
Method: DFT, wB97M-V/def2-TZVPD

Structure (XYZ):
```
44
Properties=species:S:1:pos:R:3:lowdin_charge:R:1
H -0.939 -2.921 1.437 0.096
H -1.472 2.905 -1.780 -0.056
H -0.068 -1.403 1.117 0.055
H 3.412 -1.145 -0.909 0.118
O 2.946 1.621 2.700 0.104
C 1.735 -2.518 -0.867 -0.205
C -4.215 1.961 0.496 -0.203
H 1.677 -0.246 0.786 0.084
As -1.279 -0.223 -1.411 0.558
H 1.738 2.272 0.221 0.080
H -2.587 -0.538 -2.239 -0.047
C 3.156 1.265 1.578 -0.520
H -2.076 2.119 3.224 0.094
H -0.740 0.761 1.407 0.071
H 0.807 2.951 -2.359 -0.109
H 3.118 3.265 0.747 0.085
H -0.370 -0.930 -2.485 -0.061
C 0.711 -3.235 0.079 -0.217
H 0.305 -4.111 -0.475 0.099
H -1.542 -2.788 -1.192 0.054
H -4.407 2.889 2.463 0.085
H 3.421 2.030 -0.504 0.085
C 2.540 -0.913 1.042 -0.185
C -2.393 0.858 -0.032 -0.465
C -0.436 -2.329 0.625 -0.294
H 3.732 -2.519 0.189 0.110
H 1.284 -3.636 0.953 0.102
O 3.646 -0.010 1.353 -0.061
N 0.586 2.081 -2.851 -0.447
C -2.464 1.857 2.227 -0.067
H 1.284 -1.775 -1.559 0.065
C -1.765 1.123 1.215 -0.108
N -3.618 1.237 -0.480 0.038
H -2.567 -2.022 0.043 0.056
C 2.937 -1.819 -0.151 -0.169
H 0.027 0.069 -0.563 -0.039
P -0.987 1.823 -2.584 0.468
H 2.217 -1.491 1.939 0.131
C -1.550 -1.970 -0.421 -0.398
H -5.221 2.358 0.217 0.094
C -3.768 2.287 1.794 -0.110
C 2.836 2.238 0.414 0.008
H -1.797 1.821 -3.771 -0.079
H 2.180 -3.317 -1.516 0.104
```

Properties
strongest force on any atom: 0.06728 hartree/bohr
orbital gap: 6.633 eV
calculated total energy: -91084.285 eV
net charge: -1

---

Molecular formula: C2H3IS2
Method: DFT, wB97M-V/def2-TZVPD

Structure (XYZ):
```
8
Properties=species:S:1:pos:R:3:lowdin_charge:R:1
I -0.684 -3.116 -1.388 0.354
S 2.138 1.283 -1.856 0.693
H 0.332 -0.312 0.143 0.101
H -1.134 -0.261 -0.669 0.032
S 0.658 -2.009 -2.915 -0.173
C -0.256 0.411 -0.508 -0.238
C 0.839 0.559 -1.379 -0.857
H -0.440 1.345 0.063 0.088
```

Properties
energy above the lowest of the compared OMol25 structures with the same formula, charge and spin: 0.0 kJ/mol
strongest force on any atom: 0.04834 hartree/bohr
orbital gap (alpha / beta): 6.275 / 6.253 eV
multiplicity: 3
calculated total energy: -31889.965 eV

---

Molecular formula: C9H60NO24V
Method: DFT, wB97M-V/def2-TZVPD

Structure (XYZ):
```
95
Properties=species:S:1:pos:R:3:lowdin_charge:R:1
O -2.783 2.815 -3.252 -0.080
C 1.793 0.948 0.851 -0.130
O -4.130 -0.369 3.168 -0.046
H -0.718 1.019 1.617 0.005
H 0.379 -1.217 1.693 0.093
H 1.381 4.973 -3.641 0.024
O -1.296 3.794 3.162 -0.041
H -1.095 -5.544 -0.550 0.061
H 1.109 0.975 1.699 0.063
H -0.713 -1.595 4.549 0.063
O -0.331 0.110 -4.511 -0.526
H -4.329 -3.151 -1.778 -0.024
H -5.309 -2.597 -2.790 0.028
H -4.603 0.188 2.550 0.025
H 0.096 4.731 -2.878 -0.013
H 1.189 -5.076 -3.167 0.033
C 0.957 -1.416 0.791 -0.139
O -1.511 0.996 2.153 -0.041
H -1.532 -0.552 3.819 0.014
H 0.952 -5.208 0.765 -0.032
H -4.697 -4.406 0.621 0.055
O -0.835 -5.241 0.320 -0.039
H -1.618 4.710 1.767 -0.050
H -3.733 2.824 -3.370 0.072
O -3.410 1.413 0.054 -0.057
C 1.123 1.371 -0.506 -0.410
O 3.577 -2.745 3.679 -0.057
C 0.022 -1.057 -0.453 -0.410
H -0.004 -1.555 -2.539 0.065
H 2.718 -0.863 1.721 0.081
H -2.730 5.736 1.725 0.031
H 4.635 2.180 -2.682 -0.017
O -2.018 5.370 1.201 -0.058
H -4.829 -1.606 -0.180 -0.022
H 1.599 -1.690 -1.946 0.060
O 4.709 3.613 -0.724 -0.039
O 2.118 -5.099 -3.398 -0.044
O -5.235 -0.748 -0.053 -0.056
H 2.965 2.003 -1.617 0.043
O 2.832 5.667 0.782 -0.036
C 2.230 -0.573 0.790 -0.150
C 2.106 1.340 -1.724 0.001
H 0.468 -2.958 -1.548 0.056
H -1.322 -2.838 0.180 0.033
O -2.587 -3.307 2.578 -0.047
H -3.787 -3.265 1.023 0.001
H 2.595 1.661 1.045 0.107
C -1.353 -1.772 -0.045 -0.017
O 0.830 5.341 -2.950 -0.069
H 2.575 -5.051 -2.558 0.029
O 5.091 1.596 -3.288 -0.049
H 1.890 1.389 3.239 0.001
H -1.664 -1.247 0.858 0.061
O 1.594 2.098 3.810 -0.047
N -0.039 0.419 -0.701 -0.130
H 1.538 3.375 0.104 0.058
H 1.280 1.656 4.599 0.033
H 1.133 -2.491 0.841 0.106
H -1.779 1.912 2.225 0.013
H 2.042 5.553 1.311 0.029
O 1.847 -5.534 0.856 -0.074
H 2.419 0.307 -1.875 0.068
H -2.142 -1.571 -0.770 0.079
H 3.503 -3.153 -3.150 -0.003
H 3.811 -3.503 -4.590 0.025
H -0.136 3.057 0.523 0.055
O -1.591 -1.423 4.211 -0.030
H -2.706 1.140 -0.535 -0.006
H 1.858 -6.346 0.349 0.022
O -4.692 -3.315 -2.648 -0.061
H -2.643 3.229 -2.400 0.066
H -1.072 -4.313 0.331 -0.006
H -2.300 -2.615 3.173 -0.019
H -2.591 -4.099 3.115 0.052
H 0.297 3.320 -1.164 0.057
O -1.067 0.873 -1.613 -0.306
H 3.400 -3.574 3.236 0.028
H 4.644 4.077 0.110 0.009
H 4.910 1.960 -4.155 0.036
H 2.861 -0.841 -0.058 0.102
H -3.098 2.232 0.438 0.030
H -0.569 4.417 3.158 0.062
H 4.389 -2.429 3.282 0.029
H -3.206 -0.234 2.954 -0.028
H -1.340 3.483 4.066 0.073
V -1.216 1.370 -4.007 0.790
O 4.182 -3.073 -3.819 -0.058
H 1.641 1.696 -2.644 0.071
H -4.499 -0.136 -0.033 -0.026
O -4.277 -3.616 0.280 -0.046
C 0.563 -1.878 -1.665 -0.035
C 0.631 2.870 -0.229 0.002
O -0.237 2.611 -4.011 -0.488
H 5.339 2.911 -0.560 0.038
H 3.554 5.563 1.402 0.026
```

Properties
strongest force on any atom: 0.06812 hartree/bohr
orbital gap (alpha / beta): 5.212 / 5.256 eV
multiplicity: 2
calculated total energy: -86624.577 eV
net charge: -1

---

Molecular formula: CH10BF4N2Zn
Method: DFT, wB97M-V/def2-TZVPD

Structure (XYZ):
```
19
Properties=species:S:1:pos:R:3:lowdin_charge:R:1
H 2.016 0.356 0.639 0.014
H 0.258 1.663 -0.079 -0.105
H -3.615 0.088 -1.512 -0.018
F -1.708 -0.762 1.011 0.009
F 0.043 -2.371 1.063 0.015
F -1.535 -2.309 -0.668 0.065
H 1.093 -0.991 1.149 0.005
Zn -0.778 0.557 -0.617 0.506
H -2.358 1.155 -2.209 -0.097
N 0.624 -1.220 -1.645 0.014
N 1.095 0.032 0.970 -0.080
H 0.849 0.523 1.824 0.011
H 0.054 -1.672 -2.364 0.038
H 0.895 -1.970 -0.992 0.030
H -2.972 1.476 -0.716 -0.079
B -1.348 -2.142 0.726 -1.201
F -2.086 -3.025 1.482 0.132
H 1.482 -0.853 -2.076 0.034
C -2.667 0.649 -1.320 -0.290
```

Properties
strongest force on any atom: 0.04078 hartree/bohr
orbital gap: 6.781 eV
calculated total energy: -64150.536 eV
net charge: -1

---

Molecular formula: C5H5N3
Method: DFT, wB97M-V/def2-TZVPD

Structure (XYZ):
```
13
Properties=species:S:1:pos:R:3:lowdin_charge:R:1
H -1.732 -1.584 0.353 0.098
H 2.185 2.055 0.325 0.122
N 1.820 0.404 -0.783 0.094
N 0.267 1.005 0.869 0.141
H 1.125 -1.855 -2.189 0.079
H -3.460 -0.221 1.567 0.085
C 1.471 1.237 0.092 -0.210
N 0.394 -1.677 -1.452 0.177
C 0.618 -0.523 -0.855 -0.282
C -1.576 -0.542 0.601 -0.125
C -2.452 0.185 1.266 0.032
H -2.181 1.186 1.579 0.061
C -0.279 0.026 0.216 -0.273
```

Properties
energy above the lowest of the compared OMol25 structures with the same formula, charge and spin: 127.8 kJ/mol
SMILES: [H]/N=C1\N=CN=C1C=C
strongest force on any atom: 0.07585 hartree/bohr
orbital gap: 8.764 eV
calculated total energy: -9734.164 eV

---

Molecular formula: C27H35F9NO12PS
Method: DFT, wB97M-V/def2-TZVPD

Structure (XYZ):
```
86
Properties=species:S:1:pos:R:3:lowdin_charge:R:1
O -6.044 -6.506 -0.879 -0.008
H -1.909 -3.302 -0.485 0.066
H 5.683 0.715 3.784 0.126
F 0.311 2.399 0.707 0.011
C 0.041 1.176 -0.108 -0.224
H 7.838 0.573 -1.609 0.095
H 6.756 3.857 5.543 0.145
F -1.790 -0.580 -0.585 0.041
O -5.431 -4.825 0.560 0.106
H -7.410 -7.888 -0.234 0.094
C -6.420 -0.127 -2.543 -0.068
H 2.657 6.459 2.895 0.108
O 6.670 4.541 3.244 -0.068
O -7.818 2.318 -3.938 0.106
H -2.022 -4.992 -1.035 0.085
H -5.685 -0.722 -4.470 0.123
N 2.290 4.365 3.679 -0.018
C 3.661 0.804 2.006 -0.228
C 2.507 -0.158 1.355 -0.176
H 4.570 3.106 -0.009 0.065
H -3.511 -3.462 -2.362 0.125
O -9.373 1.208 -5.211 -0.008
C 3.389 -1.577 1.449 -0.182
C -3.811 -3.825 -1.373 -0.218
O 1.361 -1.089 -0.976 -0.349
H -5.452 -0.263 -2.052 0.056
P 5.694 0.468 -0.292 0.965
O -4.621 -4.988 -1.585 0.024
O 6.542 2.979 5.069 -0.015
C 3.991 3.419 0.954 0.019
H -7.478 -6.343 0.633 0.096
H 3.609 0.484 3.156 0.153
C -5.378 -5.377 -0.528 -0.549
C 6.688 3.235 3.627 -0.265
H 8.155 1.327 0.088 0.065
C -10.236 2.333 -5.060 -0.054
F -0.789 -0.624 1.629 0.040
F -4.494 0.614 -0.137 0.033
C -2.377 1.247 1.079 -0.077
C -2.571 -4.169 -0.566 -0.059
H 2.139 2.114 4.213 0.124
O 2.850 -2.822 1.395 0.017
H -2.832 -4.497 0.444 0.077
O -7.505 0.172 -4.699 0.023
H -4.393 -3.026 -0.899 0.117
H 8.096 1.868 2.453 0.140
H 9.444 -0.993 -0.186 0.082
F -2.586 2.458 0.213 0.041
C 2.848 5.301 2.662 -0.113
H -7.034 -1.017 -2.370 0.086
H 3.986 -1.214 -1.325 0.037
H 5.730 -1.997 -1.020 0.058
C 3.670 5.029 1.283 -0.010
C 3.398 2.438 2.125 -0.091
H -6.132 -7.501 0.935 0.099
C 2.551 2.916 3.436 -0.054
H 5.506 -0.748 -2.494 0.075
F -3.797 -0.899 1.647 0.065
C 6.177 0.669 2.725 -0.108
H 4.035 5.915 0.589 0.099
C 8.266 -1.051 -0.068 -0.178
C -6.238 0.115 -4.032 -0.213
C -3.836 0.512 1.199 -0.136
H -10.607 2.380 -4.032 0.099
H -6.933 0.711 -2.064 0.078
F -0.374 1.538 -1.515 0.025
O 2.580 1.067 -1.267 -0.346
C -8.189 1.336 -4.561 -0.549
H -9.730 3.264 -5.333 0.096
H -11.090 2.197 -5.730 0.094
F -4.664 1.366 2.126 0.037
C -1.172 0.252 0.495 -0.116
H 7.004 -0.189 2.789 0.130
F -2.055 1.771 2.455 0.027
C -6.805 -7.078 0.182 -0.054
H 6.699 2.590 1.408 0.110
C 5.143 -1.033 -1.406 -0.262
H 7.911 -1.456 0.971 0.068
H 1.692 -0.335 2.198 0.163
S 1.694 0.283 -0.271 0.884
O 4.848 -1.237 1.543 -0.109
H 7.906 -1.777 -0.945 0.073
C 6.926 2.103 2.467 -0.106
H -5.654 1.023 -4.226 0.126
C 5.115 0.241 1.515 -0.478
C 7.621 0.431 -0.444 -0.411
```

Properties
SMILES: CCP(C)[C@]1(CCC(=O)O)OC(=O)[C@H](S(=O)(=O)C(F)(F)C(F)(F)C(F)(F)C(F)(F)F)[C@@H]1c1cccnc1.CCOC(=O)OC.CCOC(=O)OC
strongest force on any atom: 0.19318 hartree/bohr
orbital gap: 7.006 eV
calculated total energy: -99188.181 eV

---

Molecular formula: C16H21N3O4
Method: DFT, wB97M-V/def2-TZVPD

Structure (XYZ):
```
44
Properties=species:S:1:pos:R:3:lowdin_charge:R:1
H -2.184 0.621 -2.919 0.112
H 0.095 -0.922 -3.313 0.112
O 0.937 -1.773 -0.667 0.084
C 0.234 0.286 4.205 -0.002
C 0.777 -1.144 2.236 -0.350
H 3.563 -0.253 -1.394 0.127
H -1.780 2.862 -2.380 0.107
H 2.482 -1.073 -2.544 0.121
H -1.074 -2.765 3.480 0.122
H -0.580 1.104 -5.453 0.111
N -2.437 -2.578 5.702 -0.363
C -0.906 0.466 -4.629 -0.199
H -1.542 3.345 -4.055 0.106
H 0.706 2.673 -4.094 0.119
C 0.202 2.468 -3.147 -0.172
H -2.830 1.410 -4.353 0.106
O -2.524 -3.626 5.098 0.082
C 0.601 1.072 -2.671 -0.335
C -0.852 -1.844 4.000 0.056
H -0.001 0.834 -1.787 0.146
H 0.750 -3.156 2.516 0.097
H 0.920 1.010 3.796 0.114
O -3.057 -2.305 6.706 0.087
C 2.076 1.045 -2.259 -0.160
H 2.698 1.326 -3.112 0.123
C -1.321 -0.408 5.895 0.011
H 0.537 3.220 -2.430 0.114
H 1.170 -0.067 -4.421 0.117
C -1.318 2.566 -3.324 -0.193
C 1.665 -0.806 -0.613 -0.496
C -0.440 0.530 5.388 -0.044
C 2.535 -0.327 -1.752 -0.085
H -1.372 -0.419 -5.065 0.108
N 1.062 -0.062 1.614 0.125
C -1.519 -1.588 5.190 -0.142
C 0.041 -0.905 3.502 -0.131
H -1.857 -0.247 6.818 0.121
C -1.916 1.231 -3.783 -0.206
O 1.823 -0.013 0.438 0.024
H -0.278 1.455 5.919 0.111
N 1.119 -2.419 1.939 0.180
H 2.236 1.779 -1.466 0.118
H 1.261 -2.650 0.961 0.080
C 0.296 0.046 -3.774 -0.160
```

Properties
energy above the lowest of the compared OMol25 structures with the same formula, charge and spin: 537.8 kJ/mol
SMILES: N/C(=N\OC(=O)CCC1CCCCC1)c1cccc([N+](=O)[O-])c1
strongest force on any atom: 0.02663 hartree/bohr
orbital gap: 8.746 eV
calculated total energy: -29589.796 eV